Molecular formula: C5H7NO
Method: DFT, ωB97M-V with the def2-TZVPD basis set

The HOMO-LUMO gap comes out at 9.926 eV. Its spin multiplicity is 1. As for the charge: 0. As for the energy above the lowest of the compared OMol25 structures with the same formula, charge and spin: 35.98 kcal per mole. The calculated total energy comes out at -8834.6427 eV. The SMILES is CC=C=NC(C)=O.

Structure (XYZ):
```
14
Properties=species:S:1:pos:R:3:lowdin_charge:R:1
C 2.46 -0.35 0.00 -0.099
C 1.18 -1.03 -0.38 -0.136
C 0.13 -0.93 0.39 -0.121
N -0.84 -0.66 1.11 0.168
C -1.37 0.65 0.80 -0.500
C -2.31 0.68 -0.38 -0.002
O -1.07 1.60 1.47 0.103
H 2.30 0.28 0.88 0.080
H 3.26 -1.07 0.23 0.071
H 2.81 0.30 -0.81 0.074
H 1.09 -1.57 -1.32 0.104
H -2.23 1.66 -0.86 0.088
H -3.33 0.55 -0.02 0.091
H -2.08 -0.11 -1.10 0.080
```

=====

Molecular formula: C25H23MoN5O7
Method: DFT, ωB97M-V with the def2-TZVPD basis set

The HOMO-LUMO gap (alpha / beta) comes out at 7.639 / 7.931 eV. As for the expectation value of S²: 2.01. Its spin multiplicity is 3. As for the charge: 0. The calculated total energy comes out at -49936.2211 eV.

Structure (XYZ):
```
61
Properties=species:S:1:pos:R:3:lowdin_charge:R:1
Mo -0.39 0.22 -0.14 1.938
O -0.81 1.99 0.73 -0.240
C 0.14 2.76 1.24 -0.331
C 0.21 4.12 0.91 0.000
C 1.18 4.92 1.45 -0.065
C 2.11 4.42 2.37 -0.089
C 2.02 3.10 2.75 -0.038
C 1.07 2.26 2.18 -0.149
C 0.83 0.93 2.67 -0.054
N 0.23 0.03 1.98 -0.074
C -0.42 -1.10 2.64 -0.173
C -1.89 -1.02 2.21 -0.219
N -1.92 -1.06 0.75 -0.200
C -2.21 -2.32 0.21 -0.113
C -1.37 -2.94 -0.65 -0.077
C -1.70 -3.69 -1.93 -0.149
C -0.64 -4.71 -2.22 -0.011
C 0.57 -4.18 -2.37 -0.004
C 0.61 -2.70 -2.18 -0.070
C -0.11 -2.19 -0.92 -0.488
O 0.61 -1.55 0.01 -0.188
H -0.50 4.50 0.19 0.112
H 1.24 5.96 1.15 0.106
H 2.87 5.07 2.79 0.099
H 2.71 2.69 3.48 0.113
H 1.06 0.71 3.71 0.141
H -0.30 -1.04 3.72 0.116
H 0.01 -2.03 2.26 0.112
H -2.31 -0.07 2.58 0.108
H -2.46 -1.84 2.65 0.113
H -3.18 -2.75 0.46 0.122
H -2.72 -4.06 -1.97 0.151
H -0.87 -5.76 -2.33 0.111
H 1.46 -4.74 -2.61 0.110
H 1.57 -2.21 -2.28 0.157
O -1.61 -2.71 -3.10 0.042
C -0.51 -1.92 -2.93 -0.326
O -0.81 -1.10 -1.73 -0.191
C -0.12 -0.82 -3.90 -0.142
C -0.76 -0.34 -5.02 0.012
C -0.50 0.98 -5.37 -0.047
C 0.26 1.80 -4.54 -0.004
C 0.83 1.21 -3.41 -0.174
N 0.75 -0.08 -3.22 0.169
C 1.33 1.99 -2.18 -0.560
O 1.75 3.12 -2.32 0.061
O 1.14 1.38 -1.05 -0.166
H -1.49 -0.94 -5.56 0.115
H -0.96 1.40 -6.26 0.105
H 0.36 2.86 -4.72 0.117
C -2.23 3.77 -2.55 -0.039
N -3.13 2.92 -1.80 0.048
C -2.76 1.75 -1.26 -0.559
N -3.63 1.08 -0.48 0.198
O -1.63 1.27 -1.55 -0.108
H -2.47 3.76 -3.61 0.086
H -1.21 3.40 -2.42 0.074
H -2.28 4.79 -2.18 0.087
H -4.09 3.21 -1.68 0.141
H -4.36 1.59 -0.02 0.110
H -3.24 0.26 0.01 0.072
```

=====

Molecular formula: C18H22Br6F12O8
Method: DFT, ωB97M-V with the def2-TZVPD basis set

The HOMO-LUMO gap comes out at 9.771 eV. Its spin multiplicity is 1. As for the charge: 0. As for the energy above the lowest of the compared OMol25 structures with the same formula, charge and spin: 9.01 kcal per mole. The calculated total energy comes out at -488267.5201 eV.

Structure (XYZ):
```
66
Properties=species:S:1:pos:R:3:lowdin_charge:R:1
C 2.49 -4.25 -0.11 -1.592
Br 4.26 -4.82 0.64 0.529
Br 1.16 -4.67 1.20 0.538
Br 2.09 -5.06 -1.82 0.561
H 2.49 -3.18 -0.29 -0.080
C 0.88 -0.36 0.43 -1.523
Br 2.54 0.53 -0.07 0.678
Br 1.11 -1.34 2.12 0.587
Br 0.22 -1.44 -1.00 0.676
H 0.11 0.40 0.56 -0.053
C -5.66 1.89 0.21 -0.067
C -4.30 1.27 0.43 -0.211
O -4.20 0.65 1.71 0.061
C -3.00 0.41 2.20 -0.386
O -2.00 0.48 1.56 0.132
C -3.04 -0.14 3.64 -0.558
F -4.04 -1.02 3.76 0.170
F -1.91 -0.73 3.94 0.183
F -3.29 0.83 4.52 0.173
H -6.41 1.11 0.37 0.081
H -5.87 2.28 -0.79 0.083
H -5.90 2.72 0.87 0.082
H -3.60 2.05 0.13 0.128
H -4.17 0.48 -0.32 0.128
C -2.42 -3.13 0.70 -0.083
C -3.66 -4.04 0.67 -0.184
O -4.59 -3.67 1.68 0.023
C -4.64 -4.34 2.83 -0.394
O -3.89 -5.22 3.11 0.180
C -5.84 -3.92 3.69 -0.551
F -5.44 -3.75 4.96 0.175
F -6.43 -2.80 3.27 0.170
F -6.75 -4.90 3.64 0.167
H -1.91 -3.33 -0.24 0.040
H -1.65 -3.28 1.46 0.048
H -2.72 -2.08 0.72 0.062
H -3.30 -5.07 0.74 0.127
H -4.22 -3.88 -0.25 0.128
C 0.25 2.54 -3.73 -0.033
C 0.01 2.18 -2.25 -0.199
O 0.96 2.91 -1.49 -0.053
C 0.55 3.89 -0.69 -0.392
O -0.59 4.24 -0.61 0.163
C 1.68 4.61 0.09 -0.520
F 2.83 3.96 0.04 0.157
F 1.81 5.86 -0.42 0.146
F 1.29 4.81 1.36 0.166
H 0.24 3.62 -3.89 0.085
H -0.50 2.04 -4.33 0.080
H 1.23 2.15 -4.03 0.069
H 0.26 1.14 -2.05 0.049
H -1.01 2.43 -1.94 0.120
C 4.37 2.07 -2.98 -0.063
C 5.40 2.27 -1.88 -0.213
O 6.21 1.09 -1.80 0.043
C 7.47 1.23 -1.43 -0.398
O 8.09 2.25 -1.36 0.171
C 8.25 -0.09 -1.29 -0.543
F 7.42 -1.12 -1.11 0.163
F 9.09 -0.22 -2.31 0.180
F 9.02 -0.01 -0.19 0.159
H 4.87 1.92 -3.93 0.088
H 3.58 2.81 -2.98 0.074
H 3.88 1.15 -2.63 0.043
H 4.92 2.40 -0.91 0.105
H 5.93 3.18 -2.15 0.127
```

=====

Molecular formula: C7H28BF6NO11S2V
Method: DFT, ωB97M-V with the def2-TZVPD basis set

The HOMO-LUMO gap (alpha / beta) comes out at 5.833 / 6.952 eV. As for the expectation value of S²: 2.01. Its spin multiplicity is 3. As for the charge: +1. As for the energy above the lowest of the compared OMol25 structures with the same formula, charge and spin: 0.00 kcal per mole. The calculated total energy comes out at -96061.8955 eV.

Structure (XYZ):
```
57
Properties=species:S:1:pos:R:3:lowdin_charge:R:1
V 0.54 1.47 -0.34 1.322
B 2.82 0.82 -1.82 -1.186
F 2.65 -0.25 -2.61 0.232
F 2.45 0.48 -0.45 0.061
F 4.02 1.41 -1.92 0.243
F 1.77 1.84 -2.03 0.021
N -0.24 -0.15 -1.14 -0.339
S -0.63 -0.74 -2.65 0.510
O -2.01 -0.64 -2.93 -0.202
O 0.06 -1.93 -2.91 -0.177
F 0.04 0.38 -3.51 -0.119
S -0.54 -1.54 -0.25 0.549
O 0.57 -2.33 0.01 -0.183
O -1.84 -2.08 -0.35 -0.181
F -0.73 -0.69 1.09 -0.188
C -4.30 -3.13 2.86 -0.123
O -3.03 -3.18 2.22 -0.147
H -4.93 -2.39 2.36 0.079
H -4.84 -4.07 2.78 0.086
H -4.13 -2.74 3.86 0.082
H -3.01 -3.66 1.39 0.080
C 0.77 1.18 2.89 -0.043
O 1.19 0.72 1.59 -0.196
H 0.40 2.20 2.84 0.081
H 0.01 0.52 3.33 0.094
H 1.61 1.19 3.58 0.112
H 1.61 -0.14 1.73 0.117
C 1.39 3.57 -4.72 -0.071
O 0.54 4.25 -3.76 -0.128
H 0.87 3.46 -5.67 0.092
H 2.30 4.14 -4.89 0.095
H 1.66 2.60 -4.31 0.069
H 0.65 5.20 -3.88 0.105
C -1.56 3.38 1.02 -0.022
O -1.24 2.04 0.57 -0.207
H -1.50 3.43 2.11 0.099
H -0.84 4.08 0.61 0.104
H -2.57 3.64 0.70 0.110
H -1.87 1.42 0.97 0.138
C 3.86 -4.34 0.60 -0.151
O 2.65 -3.98 1.24 -0.132
H 4.70 -3.75 0.97 0.073
H 4.08 -5.39 0.81 0.077
H 3.80 -4.30 -0.49 0.081
H 2.06 -3.57 0.61 0.017
C 0.18 -2.69 3.59 -0.140
O -0.97 -1.92 3.94 -0.136
H 0.76 -3.04 4.45 0.085
H -0.09 -3.53 2.96 0.090
H 0.82 -2.01 3.01 0.050
H -1.72 -2.44 3.63 0.031
C -1.73 2.83 -2.23 -0.065
O -0.38 2.74 -1.78 -0.225
H -2.42 2.20 -1.68 0.095
H -2.09 3.86 -2.26 0.106
H -1.80 2.46 -3.26 0.105
H 0.19 3.11 -2.50 0.068
```

=====

Molecular formula: C6H10O
Method: DFT, ωB97M-V with the def2-TZVPD basis set

The HOMO-LUMO gap comes out at 9.455 eV. Its spin multiplicity is 1. As for the charge: 0. As for the energy above the lowest of the compared OMol25 structures with the same formula, charge and spin: 82.00 kcal per mole. The calculated total energy comes out at -8427.6845 eV. The SMILES is CC1=CCC[C@H]1O.

Structure (XYZ):
```
17
Properties=species:S:1:pos:R:3:lowdin_charge:R:1
C 2.46 0.33 0.18 0.019
C 0.76 -0.34 -0.12 -0.184
C 0.10 -1.22 0.64 -0.055
C -1.39 -0.93 0.67 -0.179
C -1.59 -0.03 -0.56 -0.124
C -0.19 0.48 -0.96 -0.366
O 0.05 1.84 -0.62 -0.046
H 2.52 0.45 1.27 0.040
H 2.49 1.34 -0.26 0.033
H 2.21 -0.60 -0.46 0.061
H 0.55 -1.95 1.32 0.110
H -1.60 -0.39 1.61 0.115
H -2.04 -1.80 0.70 0.102
H -2.05 -0.61 -1.36 0.111
H -2.24 0.83 -0.37 0.114
H -0.05 0.42 -2.05 0.149
H 0.18 1.82 0.34 0.098
```

=====

Molecular formula: C4H10NOS
Method: DFT, ωB97M-V with the def2-TZVPD basis set

The HOMO-LUMO gap (alpha / beta) comes out at 5.583 / 6.215 eV. As for the expectation value of S²: 2.01. Its spin multiplicity is 3. As for the charge: +1. As for the energy above the lowest of the compared OMol25 structures with the same formula, charge and spin: 32.66 kcal per mole. The calculated total energy comes out at -18670.4535 eV.

Structure (XYZ):
```
17
Properties=species:S:1:pos:R:3:lowdin_charge:R:1
C 1.45 -0.79 -0.02 -0.186
C 0.63 -1.75 -0.76 -0.276
C 0.08 0.97 0.98 -0.577
C -0.97 1.96 0.53 -0.060
N -0.20 -1.33 -1.66 0.045
O 0.76 0.51 -0.13 -0.183
S -0.83 -0.50 1.89 1.189
H 1.66 -1.01 1.08 0.131
H 2.33 -0.56 -0.62 0.130
H 0.71 -2.88 -0.66 0.145
H 0.80 1.50 1.63 0.148
H -0.39 2.78 0.26 0.076
H -1.95 2.24 1.00 0.125
H -1.35 1.43 -0.39 0.104
H -1.75 -0.37 1.02 -0.104
H -0.78 -1.96 -2.18 0.106
H -0.19 -0.25 -1.97 0.187
```